{
  "formula": "C52H89AsF6N7O3",
  "method": "the ωB97M-V functional and the def2-TZVPD basis",
  "species": ["H", "C", "H", "H", "H", "C", "C", "H", "H", "C", "H", "H", "O", "C", "H", "C", "H", "H", "C", "N", "H", "H", "H", "H", "H", "H", "C", "C", "C", "F", "H", "H", "C", "C", "H", "H", "H", "H", "H", "H", "H", "H", "C", "H", "C", "C", "F", "H", "C", "As", "H", "F", "H", "H", "H", "C", "H", "C", "H", "H", "H", "C", "C", "H", "C", "H", "H", "H", "H", "C", "H", "H", "C", "C", "C", "N", "H", "H", "H", "F", "H", "C", "H", "C", "C", "N", "H", "H", "H", "C", "H", "H", "H", "O", "H", "C", "F", "C", "C", "H", "C", "C", "H", "H", "H", "C", "C", "C", "H", "N", "C", "H", "C", "C", "N", "H", "H", "C", "O", "H", "H", "H", "C", "C", "H", "C", "H", "H", "H", "H", "H", "H", "C", "H", "H", "H", "N", "H", "H", "C", "H", "C", "C", "C", "C", "H", "F", "H", "H", "N", "C", "C", "H", "H", "H", "H", "H", "H"],
  "positions_angstrom": [[0.9603, 3.2560, 4.8425], [-5.3689, 3.2345, 0.0321], [0.1858, 1.8412, 3.0061], [3.0614, -1.7934, -9.8474], [-3.4865, -2.7431, -2.4615], [-2.0505, 3.9254, 4.5003], [4.3611, -3.0257, 1.2430], [0.3221, -5.7081, 2.6742], [-2.2244, -4.8866, -1.8241], [3.4109, -2.1450, -6.4997], [-1.0493, -3.7048, 4.0508], [-6.0238, 0.4640, -6.5152], [-0.6946, -0.2819, 1.6279], [-2.1604, -3.3823, -0.2295], [6.5756, 0.8380, 2.1618], [-0.3766, -4.5366, 1.0345], [0.6720, -3.9026, 2.8197], [-3.1763, 0.9548, 1.1769], [3.5810, -0.1327, -5.0407], [5.9358, 3.5567, 6.2514], [-4.8252, 2.7100, -2.4142], [-2.0527, -2.6517, 2.2297], [5.6025, 3.0199, 2.9695], [-1.4929, 0.7081, 4.0026], [1.2384, 0.4798, -1.3838], [-6.6338, 2.1852, -4.8714], [-2.5295, -5.6612, 0.8060], [-2.4233, -2.8988, -2.6561], [0.0624, 2.8774, 5.3311], [-2.4989, 3.1359, -2.0009], [-0.0728, 3.1995, 0.2587], [1.2543, 2.4708, 0.9571], [5.5279, 1.2590, 5.8520], [4.2127, -4.0795, -10.1852], [-7.1783, 0.8519, -2.9617], [3.5629, 1.5846, -3.7277], [3.0063, -2.2800, 3.3037], [1.7214, -1.7642, -2.1593], [1.3547, 5.4965, 0.4820], [3.3106, -3.0643, 0.9562], [0.1667, -3.6171, 0.7978], [-6.5492, 3.0890, -2.3095], [2.2389, -1.3275, -3.0046], [-5.0156, -0.0273, -0.5136], [0.5319, -0.8908, 1.8747], [5.7773, 2.3082, 6.7111], [-1.5835, 0.9322, -1.4289], [5.9005, 4.8812, 4.6658], [-0.0217, -4.6864, 2.5379], [-1.4449, 2.0211, -2.8117], [0.9151, 4.2201, 2.9794], [-0.0318, 2.7593, -2.0993], [-3.8794, 1.1812, -1.1386], [-3.6002, -5.5037, 0.8940], [-1.5529, 4.8303, 4.1572], [3.8813, -0.3996, 3.8189], [0.0396, -5.3376, 0.4310], [6.2030, 4.6710, 7.2070], [-6.2817, 3.4766, 0.5766], [-1.6671, 1.7708, 6.8134], [0.8210, 0.8438, 5.3293], [-1.7876, 1.4930, 4.7048], [-6.1215, 1.0977, -3.0973], [-0.1711, 3.6739, 6.0372], [3.7581, -1.5468, 3.0508], [-0.7098, -0.1670, 0.6660], [6.9344, 5.3253, 6.7428], [1.7214, 4.3195, -0.7541], [-4.3264, 3.2423, 1.9841], [-4.6514, 0.9908, -0.4011], [-5.2977, -0.5412, -5.2416], [2.4271, 1.7587, -1.9191], [4.9469, 0.4559, 3.5618], [-1.2393, 1.0952, 6.0582], [-5.9105, 1.4237, -4.5679], [2.6528, -0.0573, -2.8745], [-5.1842, 4.0454, -0.6639], [-7.8525, 2.1487, -0.3931], [-2.2754, -6.0919, -0.1561], [-1.3028, 3.1009, -4.1244], [5.2772, 5.2032, 7.4113], [3.0795, -1.5393, -7.7069], [2.8922, 0.4875, -0.8213], [2.2545, 0.7147, -1.6790], [-7.0619, 1.4226, -0.2203], [4.5427, -1.7698, 2.0013], [-3.2459, -3.2619, -0.1301], [-1.5274, 0.1134, 6.4221], [-7.0731, -0.2397, -5.3840], [-4.2151, 2.8955, 0.9584], [4.9939, -3.0072, 0.3631], [-2.8630, 1.6246, 4.6286], [4.1404, -3.9767, -5.6302], [1.1537, -1.2749, 0.8463], [2.6539, -0.5452, -7.6989], [5.5600, 2.8413, 4.0348], [-2.7760, 1.2246, -3.5513], [0.7163, 3.4307, 0.9865], [-1.3667, -4.4088, 3.2848], [3.2006, -0.2678, 4.6467], [3.1959, -1.4551, -5.2008], [0.2271, 1.5046, 5.9605], [2.6190, 4.4540, 0.8121], [-0.5791, 4.6524, 2.1406], [-2.3136, 3.9804, 5.5502], [5.8453, 3.8362, 4.9393], [-2.2368, -3.7246, 2.2355], [2.4805, -2.0480, -4.1541], [-1.9336, -1.9291, -2.4984], [-1.0779, 2.7985, 4.3262], [3.3396, -2.2062, -8.8863], [-0.7897, -4.0482, -1.7808], [-1.8639, -3.8719, -1.6225], [5.3414, 1.5455, 4.5064], [-5.7697, 1.9600, -0.7347], [-1.7881, -5.2924, 3.7517], [-5.5301, 0.2169, -2.8321], [5.5111, -0.8953, 1.6610], [0.8455, -1.0735, 3.0623], [-4.7419, 0.8851, 1.7635], [5.4274, 0.2537, 6.2351], [6.5996, 4.2569, 8.1280], [-4.1666, 1.3731, 0.9683], [1.6351, 4.4496, 0.3210], [-2.7892, -4.1239, -4.4231], [5.7597, 0.1925, 2.4591], [2.1507, -3.0749, -4.2261], [-2.1434, -6.2875, 1.6035], [5.0589, -4.7500, -10.0733], [5.9643, 2.1863, 7.7696], [0.6356, 1.6532, 6.9583], [-1.7010, -2.4327, 0.0402], [0.1302, 3.8419, 2.3193], [-2.3003, -2.4736, -4.7819], [6.1134, -1.0886, 0.7861], [-7.2962, 0.5512, -0.8264], [-1.8460, -4.3237, 0.8990], [-1.1157, -3.6356, -4.2271], [3.3268, -4.6666, -10.4258], [-2.1501, -3.3036, -4.0929], [4.3931, -3.3594, -10.9766], [-5.8123, 2.2904, -2.2181], [3.9258, -3.4432, -6.5472], [3.3235, 0.5402, -3.8673], [-6.0722, 0.1943, -5.4595], [-3.2840, -3.9583, 2.4132], [-0.3598, 0.8722, -3.5675], [4.6058, -3.8642, 1.8898], [-2.8915, 3.7479, 3.8370], [3.9793, -3.3784, -8.8979], [-0.5563, 2.6396, 2.9254], [4.1802, -4.0570, -7.7465], [4.0827, 0.4185, -5.8258], [4.5106, -5.0764, -7.8855], [-6.9231, 1.1479, 0.8198], [-3.2968, 3.3031, 0.5328], [-1.3542, 2.2359, 2.3040], [-4.9201, 1.8242, -4.7942]],
  "forces_ev_per_angstrom": [[-0.09, -0.23, -0.30], [-1.42, -0.04, 0.43], [-0.15, -0.13, 0.01], [0.16, 0.04, -0.01], [-0.05, -0.05, -0.18], [0.82, 0.10, -0.71], [-0.42, 0.15, 0.02], [0.37, 0.21, 0.59], [-0.60, 0.20, 0.24], [0.21, -0.44, -0.25], [-0.75, 0.02, 0.30], [0.37, 0.10, 0.05], [0.17, 0.12, 0.07], [-1.34, -0.47, 0.52], [0.05, 0.03, 0.23], [1.77, 0.98, 0.78], [0.40, -0.32, -0.01], [0.17, 0.27, -0.43], [0.37, 0.35, -0.13], [-0.21, 0.21, 0.10], [-0.03, -0.05, -0.19], [-0.02, 0.01, -0.27], [-0.37, 0.32, 0.04], [0.05, 0.31, -0.27], [-0.15, 0.18, -0.34], [0.03, 0.02, 0.02], [0.26, 0.41, -0.47], [0.58, 0.51, 0.19], [0.72, 0.89, -0.38], [-0.09, -0.13, 0.36], [-0.29, 0.31, 0.31], [0.04, 0.02, 0.81], [-0.61, 0.30, 0.05], [-0.12, -0.20, -0.12], [0.05, -0.25, -0.08], [0.09, -0.03, -0.01], [-0.06, -0.01, -0.26], [-0.11, 0.21, 0.01], [-0.58, -0.18, -0.14], [0.02, -0.04, -0.06], [-0.57, 0.11, -0.80], [-0.07, -0.07, -0.17], [-0.01, -0.40, -0.02], [-0.02, 0.00, 0.04], [0.39, -1.06, -0.24], [0.77, -0.06, 0.14], [0.20, -0.05, 0.23], [0.35, -0.03, -0.04], [-1.58, -0.86, -0.68], [0.51, 0.38, -0.66], [-0.02, 0.04, 0.02], [-0.07, -0.11, 0.46], [0.13, -0.10, -0.06], [-0.04, -0.13, -0.02], [-0.07, 0.15, 0.32], [0.60, -0.23, -0.02], [-0.56, -0.14, -0.22], [0.06, -0.11, -0.15], [0.19, 0.31, 0.12], [-0.08, -0.10, -0.03], [0.03, -0.10, 0.11], [0.12, -0.95, -0.24], [-0.29, 0.18, -0.03], [-0.32, -0.34, 0.26], [-0.62, 0.42, 0.46], [-0.17, 0.10, -0.05], [0.01, 0.09, 0.12], [0.10, -0.22, 0.02], [-0.25, 0.43, -0.18], [-0.13, -0.05, -0.72], [-0.11, -0.14, -0.03], [-0.54, 0.09, 0.03], [0.40, -0.17, 0.36], [-0.61, 1.13, 0.83], [-0.05, -0.04, -0.74], [-0.31, -0.17, 0.10], [0.21, -0.13, -0.12], [0.04, 0.13, 0.31], [-0.09, -0.18, 0.05], [0.00, -0.05, -0.21], [-0.02, 0.01, -0.06], [0.18, 0.10, 0.47], [0.11, -0.36, -0.23], [0.67, 0.27, 0.44], [0.14, -0.13, -0.77], [0.42, -0.17, -0.29], [0.05, 0.24, -0.16], [0.36, -0.29, -0.47], [0.15, -0.22, 0.38], [0.41, -0.35, 0.06], [0.09, -0.06, 0.04], [-0.01, 0.14, 0.16], [0.02, -0.07, -0.07], [0.08, 0.26, 0.00], [-0.17, -0.07, -0.32], [0.37, -0.41, 0.14], [-0.34, -0.19, 0.16], [0.00, -0.33, -1.79], [1.47, 0.40, -0.25], [-0.02, 0.05, 0.00], [-0.67, 0.20, -0.01], [-0.61, 0.35, 0.18], [0.08, -0.37, -0.36], [0.09, 0.09, 0.03], [-0.26, 0.06, -0.04], [-0.40, 0.09, -0.02], [-0.22, -0.40, 0.64], [0.58, -0.02, -0.04], [-0.17, 0.04, 0.12], [-0.39, -0.92, 0.53], [0.23, 0.63, -0.23], [0.07, 0.58, 0.11], [0.75, -0.75, -0.48], [-0.17, -0.14, -0.41], [0.88, 0.39, 0.37], [-0.18, 0.00, -0.11], [0.10, 0.10, 0.10], [-0.01, 0.14, 0.36], [-0.26, 0.49, 0.03], [-0.49, 0.48, -0.11], [0.03, 0.01, 0.08], [0.05, 0.01, -0.01], [0.37, -0.87, 0.52], [0.50, 0.93, 0.88], [0.01, -0.01, 0.04], [-0.14, 0.18, -0.58], [-0.15, 0.04, 0.05], [-0.13, -0.04, 0.06], [0.10, 0.11, -0.02], [-0.19, -0.15, 0.01], [0.35, -0.35, -0.09], [0.22, -0.02, -0.22], [-0.19, -0.04, -0.02], [-0.12, 0.05, 0.08], [-0.08, -0.26, -0.01], [-0.04, -0.16, 0.22], [0.68, -0.34, 0.58], [0.01, 0.02, 0.12], [-0.01, 0.04, 0.01], [-0.09, -0.30, -0.29], [0.09, 0.07, 0.08], [0.30, -0.13, 0.39], [-0.03, -0.14, 0.55], [-0.42, 0.02, -0.11], [-0.59, 0.20, -0.25], [-0.13, 0.38, -0.21], [0.15, -0.25, 0.10], [0.11, -0.03, -0.06], [-0.17, -0.05, 0.19], [-0.89, -0.65, 0.13], [0.58, -0.19, 0.18], [0.09, 0.41, -0.54], [0.07, -0.11, -0.01], [0.27, 0.04, 0.32], [-0.25, 0.11, 0.08], [0.06, -0.07, 0.09], [-0.14, 0.22, 0.01], [0.03, 0.16, 0.47]],
  "spin_multiplicity": 1,
  "gap_ev": 7.26,
  "total_charge": 5,
  "total_energy_ha": -5477.2766
}